Record 1
Below is C45H42As2Cl3GeHfN4O4 as an isolated structure at a distorted geometry, with properties calculated with wB97M-V/def2-TZVPD.

Geometry as XYZ:
```
102
Properties=species:S:1:pos:R:3:forces:R:3
Hf 0.180 -0.740 -0.211 0.73 -1.37 0.59
O -2.886 2.311 -3.602 0.13 -0.02 0.09
C -1.613 2.569 -3.927 -0.15 0.07 0.00
C -1.397 3.276 -5.113 0.04 -0.01 0.02
C -0.120 3.595 -5.508 0.07 0.03 -0.06
C 0.993 3.218 -4.744 -0.08 0.00 -0.03
C 0.792 2.510 -3.587 -0.01 -0.04 0.01
C -0.507 2.172 -3.152 0.23 0.05 0.04
C -0.649 1.393 -1.937 -0.17 -0.08 -0.02
O 0.450 0.916 -1.353 -0.48 0.55 -0.31
N -1.837 1.134 -1.443 -0.11 -0.05 0.21
N -1.742 0.270 -0.358 -0.32 0.21 -0.38
C -2.819 -0.099 0.262 0.14 0.10 0.03
C -2.795 -0.906 1.454 -0.19 -0.06 -0.05
C -4.030 -1.344 1.967 0.06 0.01 -0.05
C -4.090 -2.108 3.107 0.09 -0.02 0.06
C -2.902 -2.443 3.768 -0.08 -0.03 0.04
C -1.676 -2.007 3.307 0.02 0.12 0.08
C -1.605 -1.230 2.154 -0.19 0.28 -0.22
O -0.425 -0.767 1.726 -0.13 -0.11 0.16
H -2.902 1.835 -2.750 -0.04 -0.03 -0.02
H -2.259 3.560 -5.700 0.00 0.00 0.01
H 0.024 4.146 -6.429 0.01 0.00 0.01
H 1.992 3.470 -5.070 -0.01 0.00 0.00
H 1.638 2.190 -2.990 -0.02 0.00 0.00
H -3.778 0.234 -0.128 -0.01 0.06 0.04
H -4.938 -1.075 1.440 0.01 -0.01 0.01
H -5.042 -2.448 3.490 0.01 -0.01 0.00
H -2.944 -3.051 4.663 -0.01 0.00 -0.01
H -0.756 -2.243 3.827 -0.02 -0.01 0.01
C 2.364 1.809 2.299 -0.09 0.18 0.11
C 0.993 1.820 2.967 0.25 -0.16 -0.04
As -0.343 2.105 1.596 0.13 0.12 0.27
C -2.026 2.164 2.418 -0.20 0.01 0.08
C -2.234 1.560 3.659 -0.15 0.01 -0.01
C -3.491 1.627 4.242 0.03 -0.02 -0.04
C -4.528 2.271 3.578 -0.01 0.02 -0.03
C -4.322 2.854 2.329 0.00 -0.04 0.02
C -3.071 2.798 1.740 -0.09 0.00 0.09
C 0.047 3.859 0.954 -0.05 0.06 -0.19
C -0.197 4.912 1.835 0.02 0.17 -0.14
C 0.180 6.194 1.459 -0.03 0.00 0.05
C 0.774 6.417 0.222 -0.01 -0.02 0.00
C 0.992 5.363 -0.653 -0.01 -0.02 0.01
C 0.631 4.072 -0.288 0.01 0.21 0.06
As 2.513 0.318 1.048 0.03 -0.23 0.26
C 3.914 0.843 -0.141 -0.01 0.14 -0.18
C 3.809 2.079 -0.776 0.14 0.01 -0.04
C 4.747 2.449 -1.729 -0.02 -0.02 0.02
C 5.782 1.582 -2.053 0.01 0.00 -0.01
C 5.886 0.352 -1.418 -0.01 0.00 0.02
C 4.949 -0.025 -0.466 0.10 0.03 -0.04
C 3.294 -1.013 2.201 0.05 -0.01 0.06
C 2.624 -2.192 2.509 0.02 -0.03 0.03
C 3.186 -3.096 3.402 0.02 0.02 -0.01
C 4.418 -2.829 3.981 -0.01 0.01 0.00
C 5.092 -1.655 3.670 -0.02 0.00 -0.02
C 4.530 -0.747 2.786 0.07 -0.08 0.07
H 3.158 1.676 3.031 0.02 0.08 0.06
H 2.544 2.739 1.759 0.04 0.03 0.00
H 0.867 2.650 3.665 0.09 0.01 0.04
H 0.785 0.881 3.477 -0.03 -0.01 0.01
H -1.431 1.047 4.173 0.02 0.02 0.00
H -3.660 1.177 5.211 0.00 0.01 -0.01
H -5.506 2.324 4.038 0.01 0.00 -0.01
H -5.136 3.356 1.823 0.01 0.00 0.01
H -2.907 3.252 0.769 0.03 0.01 0.00
H -0.681 4.750 2.790 0.01 -0.02 0.01
H -0.001 7.021 2.132 0.01 0.00 -0.01
H 1.058 7.422 -0.061 -0.01 -0.01 0.00
H 1.439 5.540 -1.623 -0.01 0.00 0.01
H 0.797 3.256 -0.972 0.03 -0.06 -0.01
H 3.011 2.769 -0.526 -0.04 -0.01 0.01
H 4.674 3.414 -2.214 0.00 -0.01 0.01
H 6.513 1.867 -2.799 0.00 0.01 0.02
H 6.701 -0.317 -1.662 -0.02 0.00 -0.01
H 5.037 -0.988 0.019 -0.02 -0.01 0.00
H 1.661 -2.417 2.064 -0.03 0.03 -0.01
H 2.661 -4.010 3.650 0.00 0.00 -0.01
H 4.855 -3.534 4.676 -0.01 0.00 -0.01
H 6.056 -1.448 4.115 -0.01 0.00 0.00
H 5.071 0.161 2.546 -0.01 0.02 -0.01
Cl 2.228 -1.997 -1.097 0.31 -0.02 -0.27
Ge 1.548 -1.210 -3.420 0.03 -0.42 -0.27
Cl 1.770 -3.195 -4.317 -0.04 0.26 0.15
Cl -0.700 -1.673 -2.461 0.06 0.00 -0.37
N -0.363 -2.939 0.166 -0.29 0.17 0.14
C -0.338 -4.090 0.298 0.31 -0.24 0.02
N -0.279 -5.379 0.404 -0.15 0.05 -0.10
C 0.050 -6.034 1.690 -0.11 0.09 -0.13
C 1.507 -6.449 1.642 0.14 -0.04 -0.04
O 1.744 -7.289 0.533 -0.07 0.02 -0.01
C 1.495 -6.634 -0.698 0.10 -0.07 0.03
C 0.048 -6.196 -0.795 -0.10 0.10 0.09
H -0.594 -6.909 1.771 -0.01 -0.01 0.05
H -0.169 -5.352 2.511 0.02 0.02 -0.01
H 1.775 -7.011 2.536 0.00 -0.03 -0.01
H 2.148 -5.558 1.579 -0.01 0.02 0.03
H 1.720 -7.348 -1.488 0.02 0.00 0.00
H 2.162 -5.768 -0.807 -0.01 0.03 0.00
H -0.622 -7.055 -0.786 0.00 -0.01 0.00
H -0.141 -5.604 -1.689 0.02 0.01 -0.01
```
Forces are in eV/Å.

Properties
- HOMO-LUMO gap (spin up / spin down) (eV) = 7.1580 / 4.7420
- E_HOMO (spin up / spin down) (eV) = -12.799 / -12.794
- charge = +2
- spin multiplicity = 2
- LUMO (spin up / spin down) (Ha) = -0.2073 / -0.2959

These are the Löwdin partial charges, in e, on atoms 1 to 8:
1 Hf 1.06
2 O 0.09
3 C -0.25
4 C 0.01
5 C -0.04
6 C -0.07
7 C -0.06
8 C -0.10

***

Record 2
Below is a 10-piece molecular cluster, C45H42BF4O27 overall at a distorted geometry, with properties calculated with wB97M-V/def2-TZVPD.

Geometry as XYZ:
```
119
Properties=species:S:1:pos:R:3:forces:R:3
B -0.669 -0.477 -0.165 1.26 -4.45 0.21
F -1.126 -1.730 -0.631 -0.04 -0.63 -0.69
F -1.683 0.307 -0.165 -3.18 3.63 0.22
F -0.131 -0.752 1.091 0.16 0.44 1.73
F 0.393 -0.070 -0.904 1.57 1.35 -1.63
C -0.141 3.570 3.421 -3.93 -4.62 -1.28
C -0.193 1.970 3.235 -0.31 10.02 1.02
C 0.849 1.243 3.819 4.65 -2.93 1.05
O 0.916 0.012 3.649 -0.58 1.56 0.38
C 2.033 1.942 4.399 -1.37 5.95 0.42
C 2.010 3.467 4.528 4.01 -6.66 0.18
C 0.845 4.242 4.217 -1.20 -1.19 -1.66
O 0.749 5.416 4.408 0.29 2.29 0.97
O 3.191 4.156 4.763 -1.03 -2.15 0.42
O -1.060 1.395 2.528 -2.50 0.56 -1.17
H -1.055 4.350 3.156 2.34 -2.64 0.34
H 2.929 1.353 4.591 -0.24 0.24 -0.05
H 3.840 3.424 4.962 -0.61 1.27 -0.41
H -0.753 0.573 2.161 0.50 -1.78 -0.15
C 1.046 1.526 -6.723 5.76 3.66 3.39
C 2.237 2.345 -6.291 -3.97 -2.90 -1.06
C 2.484 2.512 -4.845 0.32 0.49 0.95
O 3.459 3.104 -4.395 0.23 0.03 -0.95
C 1.516 1.995 -3.936 -4.28 -4.41 1.70
C 0.409 1.068 -4.320 2.01 3.01 2.67
C 0.211 0.809 -5.775 -1.72 -0.60 -1.04
O -0.706 0.072 -6.149 1.21 0.70 0.47
O -0.584 0.552 -3.478 2.41 1.00 -2.65
O 3.061 2.881 -7.175 2.00 0.95 -0.15
H 1.139 1.381 -7.732 -0.85 -0.79 -2.40
H 1.752 2.079 -2.822 -0.42 0.20 -1.68
H -0.345 0.753 -2.572 0.25 0.00 0.67
H 3.950 3.328 -6.856 -2.92 -1.43 0.11
C 3.556 -4.522 1.550 -3.53 3.71 1.44
C 2.470 -3.553 1.908 2.58 -1.68 -3.72
C 1.447 -3.896 2.903 -0.10 -1.46 3.11
O 0.600 -3.129 3.329 0.23 0.15 -1.30
C 1.600 -5.184 3.641 5.26 -3.74 -1.86
C 2.786 -6.108 3.327 -1.92 3.67 -1.24
C 3.851 -5.796 2.258 -2.27 3.94 -0.27
O 4.872 -6.363 2.010 0.42 -1.66 0.50
O 3.100 -7.266 3.916 2.67 0.64 -2.68
O 2.159 -2.392 1.201 1.46 -2.59 1.21
H 4.305 -4.220 0.841 -0.03 0.14 -0.35
H 0.947 -5.419 4.474 -0.06 0.06 -0.17
H 2.396 -7.156 4.432 -4.67 -1.67 5.06
H 1.254 -2.165 1.473 -0.18 0.51 0.19
C -2.215 5.521 0.597 0.12 -6.55 -1.45
C -2.771 4.099 0.480 2.67 4.08 -0.35
C -4.162 3.815 0.965 -0.39 -4.58 -1.01
O -4.589 2.599 0.761 1.30 4.61 1.00
C -4.853 4.841 1.665 5.41 6.30 -1.89
C -4.245 6.268 1.721 -6.86 -5.52 2.40
C -2.952 6.602 1.157 -0.31 -1.05 -0.04
O -2.567 7.720 1.294 1.12 2.22 -0.02
O -4.977 7.222 2.436 1.18 -1.46 -1.13
O -2.080 3.046 -0.080 2.81 12.07 -2.82
H -1.151 5.687 0.320 -1.00 -0.12 0.01
H -5.597 4.540 2.254 -3.29 -0.64 2.10
H -5.813 6.838 2.805 1.19 0.12 -0.68
H -2.338 2.313 0.224 -3.82 -9.57 3.83
C 4.050 4.188 0.940 -0.77 5.47 -4.29
C 3.203 5.012 -0.014 6.18 0.27 4.61
C 1.888 4.619 -0.353 -4.68 -3.64 -0.04
O 1.052 5.374 -0.857 1.22 0.79 -0.12
C 1.467 3.212 -0.102 4.26 -2.16 3.64
C 2.452 2.336 0.794 -4.62 0.23 -6.25
C 3.687 2.919 1.400 -1.50 -1.00 -0.18
O 4.256 2.301 2.261 0.88 -0.43 0.72
O 2.462 0.973 0.646 -1.64 1.54 0.96
O 3.476 6.356 -0.366 2.68 -4.41 2.15
H 5.068 4.537 1.231 -1.18 0.03 -0.18
H 0.498 2.845 -0.502 0.92 0.23 0.46
H 1.577 0.585 0.283 1.83 1.03 0.43
H 2.634 6.491 -0.690 -3.48 1.96 -1.92
C -2.148 -6.054 1.694 12.74 0.99 -7.06
C -1.348 -5.059 0.831 -6.51 0.10 4.08
C -0.124 -5.432 0.124 1.28 1.52 -3.62
O 0.362 -4.651 -0.758 -1.28 -1.94 2.77
C 0.364 -6.752 0.359 0.64 -3.94 4.40
C -0.171 -7.511 1.605 7.84 0.58 -5.87
C -1.512 -7.364 1.998 -3.77 0.03 2.17
O -2.104 -8.283 2.626 1.22 1.87 -1.35
O 0.638 -8.461 2.220 0.24 0.13 -0.90
O -1.957 -3.805 0.726 0.63 -3.53 1.00
H -2.969 -6.039 2.104 -8.74 1.57 3.77
H 1.362 -7.140 -0.136 -2.17 1.06 1.17
H 1.605 -8.689 1.888 -3.14 1.53 0.28
H -1.617 -3.098 0.164 1.14 0.01 -0.75
C 3.713 -0.612 -2.362 -1.40 -0.40 -1.21
C 4.670 -1.621 -2.926 -0.19 2.84 3.15
O 4.277 -2.521 -3.550 -0.55 -3.26 -2.69
C 6.106 -1.486 -2.511 1.20 0.52 -1.55
H 2.649 -0.844 -2.679 1.11 -0.45 0.97
H 3.827 0.269 -2.993 0.71 0.89 0.96
H 3.902 -0.620 -1.279 -0.42 0.97 -0.38
H 6.542 -1.097 -1.629 -0.87 2.14 1.15
H 6.719 -1.116 -3.353 -0.28 -0.25 0.25
H 6.449 -2.420 -2.244 0.63 -2.99 -0.61
C -3.873 -0.571 -4.808 -1.76 -3.72 -1.00
C -4.482 0.034 -3.552 -0.40 -1.83 -1.49
O -5.466 -0.504 -3.088 0.16 0.74 0.49
C -3.778 1.202 -3.005 -3.72 -0.78 3.98
H -3.853 -1.793 -4.603 -1.51 2.64 -0.89
H -2.832 -0.663 -4.778 2.00 1.75 -0.61
H -4.387 -0.268 -5.855 1.43 -0.82 2.61
H -3.124 1.556 -3.655 3.91 1.06 -2.20
H -3.536 0.948 -1.920 0.25 0.78 -1.51
H -4.526 1.993 -3.025 -0.38 0.18 0.67
C -6.479 -1.819 0.246 1.77 1.98 1.35
C -5.403 -2.053 1.378 0.22 0.11 2.08
O -5.524 -2.947 2.207 -0.11 0.83 -1.26
C -4.077 -1.127 1.501 -4.48 -1.61 2.59
H -6.921 -0.717 0.200 1.05 -2.54 0.02
H -7.168 -2.639 0.192 -0.63 -0.07 0.41
H -5.747 -1.997 -0.517 -0.13 0.49 -1.58
H -3.800 -0.851 0.606 1.54 1.62 -4.83
H -3.294 -1.624 1.976 1.01 -1.18 0.95
H -4.340 -0.242 2.057 -0.22 0.36 0.27
```
Forces are in eV/Å.

Properties
- HOMO-LUMO gap (eV) = 6.0844
- E_HOMO (eV) = -6.682
- charge = -1
- LUMO (Ha) = -0.0220

These are the Löwdin partial charges, in e, on atoms 1 to 8:
1 B -1.45
2 F 0.13
3 F 0.29
4 F 0.14
5 F 0.18
6 C 0.12
7 C -0.22
8 C -0.36

***

Energy above the lowest of the compared OMol25 structures with the same formula, charge and spin per entry: 0.0000; 4.0354 eV